[1]
Computed, not measured: one molecule with the formula C4H12N2O2, with ωB97M-V with the def2-TZVPD basis set.

Structure (XYZ):
```
20
Properties=species:S:1:pos:R:3:nbo_charge:R:1
C 1.34 0.83 0.00 -0.224
N 2.16 0.37 1.13 -0.818
C -0.14 0.43 0.02 -0.089
C -0.79 0.64 1.38 -0.076
O -2.19 0.81 1.12 -0.735
N -0.36 -0.96 -0.37 -0.649
C 0.01 -1.44 -1.68 0.095
O -0.71 -0.89 -2.78 -0.744
H 1.77 0.50 -0.94 0.198
H 1.31 1.92 0.06 0.189
H 1.64 0.50 1.99 0.343
H 2.27 -0.63 1.03 0.353
H -0.65 1.17 -0.62 0.177
H -0.35 1.55 1.78 0.165
H -0.67 -0.23 2.02 0.178
H -2.69 0.70 1.94 0.474
H -1.32 -1.18 -0.16 0.368
H -0.26 -2.49 -1.63 0.165
H 1.05 -1.27 -1.84 0.162
H -1.41 -0.32 -2.46 0.470
```

Its total energy is -419.5673 Eh. As for the structure (SMILES): NC[C@H](CO)NCO. Its energy above the lowest of the compared OMol25 structures with the same formula, charge and spin is 213.1 kJ/mol. The gap between HOMO and LUMO comes out at 9.917 eV.

[2]
Computed, not measured: a 2-piece molecular cluster, C4H12N2O2 overall, with ωB97M-V with the def2-TZVPD basis set.

Structure (XYZ):
```
20
Properties=species:S:1:pos:R:3:nbo_charge:R:1
N -0.82 -0.35 -1.52 -0.859
C 0.27 0.57 -1.16 -0.052
C 0.04 1.31 0.18 -0.542
C -1.20 0.79 0.87 0.467
O -1.17 0.26 1.95 -0.562
C 1.63 -0.10 -1.16 -0.221
N 2.69 0.90 -1.27 -0.835
H -1.13 -0.20 -2.46 0.379
H -0.58 -1.32 -1.30 0.373
H 0.32 1.31 -1.95 0.199
H -0.04 2.39 0.06 0.233
H 0.90 1.22 0.85 0.218
H -2.13 0.83 0.28 0.135
H 1.71 -0.71 -0.25 0.160
H 1.72 -0.78 -2.00 0.194
H 3.60 0.49 -1.11 0.364
H 2.54 1.63 -0.59 0.351
H -0.55 -2.65 2.07 0.463
H -1.77 -1.75 1.92 0.486
O -1.51 -2.67 2.04 -0.952
```

Its total energy is -419.5733 Eh. As for the structure (SMILES): NC[C@@H](N)CC=O.O. Its energy above the lowest of the compared OMol25 structures with the same formula, charge and spin is 197.5 kJ/mol. The gap between HOMO and LUMO comes out at 10.270 eV.

[3]
Computed, not measured: a 2-piece molecular cluster, C4H12N2O2 overall, with ωB97M-V with the def2-TZVPD basis set.

Structure (XYZ):
```
20
Properties=species:S:1:pos:R:3:nbo_charge:R:1
C 0.42 1.41 -0.12 -0.216
N -0.31 0.37 0.65 -0.632
C -1.30 -0.49 0.22 0.783
N -2.22 -0.08 -0.74 -0.836
O -1.49 -1.52 0.98 -0.708
C 1.70 0.96 -0.84 -0.412
C 2.03 2.04 -1.87 -0.604
H 0.85 2.08 0.70 0.204
H -0.35 1.95 -0.64 0.196
H 0.29 -0.13 1.47 0.431
H -2.02 0.66 -1.35 0.379
H -2.92 -0.67 -1.22 0.414
H 2.59 0.92 -0.16 0.215
H 1.51 0.06 -1.34 0.206
H 2.90 1.83 -2.52 0.215
H 1.32 2.29 -2.57 0.199
H 2.15 3.01 -1.35 0.199
H 0.60 -3.22 1.12 0.467
H -0.18 -2.08 1.90 0.499
O 0.73 -2.52 1.79 -1.001
```

Its total energy is -419.5872 Eh. As for the structure (SMILES): CCCNC(N)=O.O. Its energy above the lowest of the compared OMol25 structures with the same formula, charge and spin is 160.9 kJ/mol. The gap between HOMO and LUMO comes out at 10.195 eV.

[4]
Computed, not measured: a 2-piece molecular cluster, C4H12N2O2 overall, with ωB97M-V with the def2-TZVPD basis set.

Structure (XYZ):
```
20
Properties=species:S:1:pos:R:3:nbo_charge:R:1
O 0.48 -2.55 -1.04 -0.495
C 0.50 -2.33 0.14 0.429
C 1.25 -1.19 0.77 -0.354
N 1.69 -0.28 -0.31 -0.742
H 0.04 -3.01 0.87 0.155
H 0.57 -0.63 1.41 0.268
H 2.12 -1.55 1.33 0.256
H 2.59 0.16 -0.12 0.431
H 1.69 -0.85 -1.17 0.443
H 0.96 0.57 -0.56 0.458
C -1.57 1.87 0.88 -0.159
O -1.14 0.92 1.74 -0.262
C -1.50 1.52 -0.63 -0.255
N -0.11 1.59 -1.20 -0.842
H -2.65 1.98 1.06 0.257
H -0.98 2.80 1.01 0.208
H -1.87 0.50 -0.74 0.210
H -2.14 2.24 -1.16 0.209
H 0.18 2.57 -1.11 0.387
H -0.17 1.40 -2.21 0.399
```

Its total energy is -419.2702 Eh. As for the expectation value of S²: 0.754. Its energy above the lowest of the compared OMol25 structures with the same formula, charge and spin is 162.9 kJ/mol. As for the total charge: +1. The spin multiplicity is 2. The gap between HOMO and LUMO (spin up / spin down) comes out at 11.530 / 8.569 eV.

[5]
Computed, not measured: an isolated ion of composition C4H12N2O3P and charge -1, with ωB97M-V with the def2-TZVPD basis set.

Structure (XYZ):
```
22
Properties=species:S:1:pos:R:3:nbo_charge:R:1
C -0.18 1.49 -1.28 -0.645
C 2.40 -1.58 0.18 -0.415
C 0.74 0.17 0.71 -0.271
C -0.50 0.76 0.08 -0.216
N -0.92 1.80 1.07 -0.880
N 1.12 -0.97 -0.06 -0.606
O -2.09 -1.19 1.37 -1.184
O -3.12 0.24 -0.48 -1.195
O -1.48 -1.56 -1.11 -1.014
P -1.95 -0.49 0.09 2.330
H -0.69 2.43 -1.20 0.213
H -0.62 0.78 -2.02 0.234
H 0.87 1.62 -1.56 0.187
H 2.27 -1.78 1.27 0.193
H 2.40 -2.32 -0.55 0.201
H 3.15 -0.78 0.13 0.148
H 0.36 -0.26 1.63 0.205
H 1.36 1.08 0.80 0.163
H -1.16 1.23 1.87 0.366
H -1.74 2.33 0.71 0.371
H 1.05 -0.69 -1.02 0.342
H -1.27 -2.31 -0.63 0.474
```

Its total energy is -836.3143 Eh. As for the structure (SMILES): CNC[C@](C)(N)[P@@](=O)([O-])O. Its energy above the lowest of the compared OMol25 structures with the same formula, charge and spin is 59.8 kJ/mol. As for the total charge: -1. The gap between HOMO and LUMO comes out at 8.193 eV.

[6]
Computed, not measured: one molecule with the formula C4H12N2O3S, with ωB97M-V with the def2-TZVPD basis set.

Structure (XYZ):
```
22
Properties=species:S:1:pos:R:3:nbo_charge:R:1
C -2.07 -0.45 0.94 -0.603
C -0.18 0.96 -1.44 -0.613
C -0.69 -0.87 0.34 -0.076
C 0.18 0.38 0.15 -0.061
N 0.08 1.54 0.96 -0.838
N -0.87 -1.63 -0.87 -0.811
O 2.22 -0.47 1.48 -0.929
O 2.18 -1.05 -0.90 -0.967
O 2.94 1.10 -0.33 -0.947
S 1.94 -0.13 0.14 2.352
H -2.70 -1.28 1.06 0.214
H -2.51 0.27 0.30 0.218
H -2.00 0.03 1.91 0.207
H -0.18 0.09 -2.20 0.242
H 0.43 1.72 -1.77 0.205
H -1.16 1.41 -1.33 0.208
H -0.18 -1.50 1.04 0.195
H -0.35 1.36 1.81 0.372
H 0.83 2.11 1.00 0.384
H 3.78 0.96 -0.72 0.525
H -1.59 -2.36 -0.65 0.355
H -0.09 -2.21 -0.94 0.367
```

Its total energy is -892.9603 Eh. As for the structure (SMILES): C[C@@H](N)[C@@](C)(N)S(=O)(=O)O. Its energy above the lowest of the compared OMol25 structures with the same formula, charge and spin is 75.0 kJ/mol. The gap between HOMO and LUMO comes out at 9.930 eV.

[7]
Computed, not measured: a 2-piece molecular cluster, C4H12N2OSi overall, with ωB97M-V with the def2-TZVPD basis set.

Structure (XYZ):
```
20
Properties=species:S:1:pos:R:3:nbo_charge:R:1
C 0.27 -1.57 -1.14 -0.439
C 1.05 -1.41 0.16 -0.400
C -1.21 -1.21 -1.05 -0.053
C 1.30 0.03 0.57 -0.953
N -0.17 2.38 -0.87 -1.314
N -0.85 1.59 2.70 -1.183
O -1.32 0.16 -0.71 -0.911
Si -0.26 1.01 0.22 2.046
H 0.59 -0.89 -1.95 0.196
H 0.35 -2.56 -1.61 0.221
H 0.35 -1.81 0.83 0.196
H 1.90 -2.16 0.14 0.217
H -1.75 -1.21 -2.02 0.187
H -1.80 -1.92 -0.38 0.172
H 1.44 -0.02 1.67 0.252
H 2.27 0.20 0.02 0.261
H -0.63 2.06 -1.73 0.405
H -0.41 3.30 -0.55 0.401
H 0.09 1.48 3.14 0.347
H -1.23 2.56 2.57 0.352
```

Its total energy is -633.8265 Eh. Its energy above the lowest of the compared OMol25 structures with the same formula, charge and spin is 242.2 kJ/mol. The gap between HOMO and LUMO comes out at 8.972 eV.

[8]
Computed, not measured: one molecule with the formula C4H12N2OSi, with ωB97M-V with the def2-TZVPD basis set.

Structure (XYZ):
```
20
Properties=species:S:1:pos:R:3:nbo_charge:R:1
C -1.91 -1.53 0.43 -0.458
C 0.89 -0.72 -1.60 -1.076
C 0.92 -0.37 1.45 -1.102
C 1.10 2.28 -0.21 -1.106
N -2.30 -0.27 0.12 -0.303
N -1.39 0.72 -0.18 0.035
O -1.76 1.83 -0.46 -0.416
Si 0.43 0.53 -0.18 1.641
H -2.76 -2.21 0.19 0.222
H -1.63 -1.65 1.48 0.197
H -1.03 -1.96 -0.18 0.169
H 0.20 -0.80 -2.37 0.241
H 1.88 -0.44 -2.03 0.245
H 0.85 -1.68 -1.15 0.233
H 0.09 -0.72 1.99 0.240
H 1.41 -1.32 1.31 0.243
H 1.44 0.26 2.10 0.239
H 2.16 2.34 -0.27 0.241
H 0.70 2.90 -1.00 0.264
H 0.69 2.81 0.56 0.251
```

Its total energy is -633.7515 Eh. As for the structure (SMILES): C/N=[N+](/[O-])[Si](C)(C)C. Its energy above the lowest of the compared OMol25 structures with the same formula, charge and spin is 439.1 kJ/mol. The gap between HOMO and LUMO comes out at 9.379 eV.

Which value of energy above the lowest of the compared OMol25 structures with the same formula, charge and spin does entry 8 give?
439.1 kJ/mol